Entry from the OMol25 dataset: a single C2H3NO2 molecule (ωB97M-V with the def2-TZVPD basis set).

```
! wB97M-V def2-TZVPD RIJCOSX def2/J DEFGRID3
* xyz 0 1
N -1.176 -0.183 0.274
C -0.081 0.489 -0.132
O -0.075 1.667 -0.433
C 1.253 -0.248 -0.185
O 1.525 -1.250 0.425
H -2.005 0.370 0.418
H -1.183 -1.163 0.498
H 1.965 0.295 -0.830
*
```

Its energy relative to the best compared isomer or geometry (same formula, charge and spin) is 27.56 kJ/mol. The SMILES is NC(=O)C=O. Its maximum force is 0.569 eV/A. The HOMO energy is -10.1054 eV. The value obtained for the gap between HOMO and LUMO is 10.1 eV.

=====

Entry from the OMol25 dataset: 40 unconnected molecules or ions with the total composition H80O40 (ωB97M-V with the def2-TZVPD basis set).

```
! wB97M-V def2-TZVPD RIJCOSX def2/J DEFGRID3
* xyz 0 1
H 3.099 -0.842 -1.754
H 3.675 -0.308 -3.015
O 3.138 0.015 -2.248
H -1.352 -1.362 1.996
H -1.625 -1.907 0.620
O -1.082 -2.076 1.408
H -1.997 0.435 -0.578
H -3.419 0.751 -0.820
O -2.781 0.036 -0.919
H 1.671 -0.688 -2.969
H 0.685 -1.660 -2.633
O 1.173 -1.422 -3.353
H -2.259 -0.669 3.867
H -1.878 0.839 3.767
O -1.670 -0.061 3.357
H 4.407 3.329 -4.345
O 3.570 3.630 -4.427
H -3.412 -2.911 3.491
O -2.993 -2.840 4.359
H -1.543 5.099 -3.639
H -0.058 5.347 -3.138
O -0.624 5.462 -3.956
H -2.742 0.865 -3.501
H -1.943 0.842 -2.289
O -2.420 1.505 -2.855
H -4.337 3.034 -2.594
H -4.528 2.540 -3.953
O -5.028 2.793 -3.192
H 0.471 3.675 2.039
H -1.009 3.352 1.688
O -0.499 3.468 2.497
H 0.311 -0.624 0.623
O 1.120 -0.191 0.084
H 1.268 1.503 2.237
H 2.533 2.298 2.483
O 1.690 2.083 2.977
H -0.590 1.760 1.804
H -1.229 0.490 1.720
O -1.131 1.286 1.147
H -4.644 -3.474 1.931
H -4.854 -4.476 0.620
O -4.517 -3.581 0.908
H 4.985 -1.938 -2.552
H 4.432 -3.258 -1.723
O 4.763 -2.273 -1.625
H 2.563 2.568 -4.236
H 1.666 1.139 -4.322
O 1.868 1.897 -3.917
H 2.300 -3.326 0.003
H 0.821 -3.700 0.115
O 1.535 -3.436 -0.353
H 3.550 3.203 -0.869
O 2.992 3.273 -1.656
H -5.350 2.119 -0.640
H -5.592 0.817 -1.333
O -5.083 1.300 -0.775
H 5.017 2.465 1.568
O 4.896 2.980 0.735
H -3.145 -1.006 -5.337
H -3.940 -0.958 -4.051
O -3.059 -0.868 -4.397
H 1.072 -3.188 2.303
H 0.824 -3.867 3.551
O 1.310 -4.088 2.660
H -2.974 -5.397 0.070
H -3.046 -4.315 -0.980
O -2.603 -4.559 -0.175
H 2.388 1.623 4.255
H 2.006 1.864 5.499
O 2.490 1.198 5.117
H 0.302 -3.613 5.851
H 0.607 -2.312 5.203
O 0.834 -3.299 5.212
H 2.189 -2.637 -4.717
H 1.822 -3.293 -3.516
O 2.416 -3.407 -4.307
H 0.419 0.822 -2.708
H 0.044 0.549 -1.152
O -0.292 0.519 -2.008
H -0.251 -2.186 3.621
H 0.003 -0.543 3.862
O 0.203 -1.420 3.464
H 3.312 -1.332 3.830
H 3.917 -2.397 2.830
O 4.102 -1.649 3.525
H 5.762 -0.885 -0.461
H 6.616 -1.189 0.804
O 6.355 -0.392 0.164
H -0.416 2.818 -2.694
O -0.763 3.325 -2.007
H -1.487 0.550 -4.374
H -0.848 0.722 -5.997
O -1.228 1.182 -5.280
H 2.914 2.496 -2.125
H 3.500 4.017 -3.461
H 5.269 2.385 -0.034
H -3.484 -3.001 5.098
H 1.729 -0.205 0.833
H -1.692 2.820 -1.993
O -6.026 0.321 1.513
H -5.956 1.055 2.092
H -5.420 0.597 0.841
O -0.327 -6.596 0.926
H -0.855 -5.918 0.814
H 0.447 -6.215 0.481
O 2.763 1.733 0.272
H 3.342 1.062 0.264
H 2.127 1.727 -0.436
O -4.211 3.848 1.209
H -3.893 4.792 1.323
H -3.419 3.435 1.532
O -4.439 -2.432 -1.476
H -3.925 -3.210 -1.754
H -4.547 -2.640 -0.433
O 0.917 -0.896 5.931
H 1.582 -1.365 6.557
H 1.552 -0.161 5.593
O 3.201 5.284 0.515
H 3.249 4.238 0.681
H 2.644 5.284 -0.291
*
```

Its energy relative to the best compared isomer or geometry (same formula, charge and spin) is 1584.37 kJ/mol. Its maximum force is 8.549 eV/A. The HOMO energy is -9.8596 eV. The value obtained for the gap between HOMO and LUMO is 9.1 eV.

=====

Entry from the OMol25 dataset: 16 unconnected molecules or ions with the total composition C66H89F14N23O34S14 (ωB97M-V with the def2-TZVPD basis set).

```
! wB97M-V def2-TZVPD RIJCOSX def2/J DEFGRID3
* xyz 3 2
C 0.309 3.826 1.599
C -0.970 3.187 2.201
N -2.246 3.781 1.763
C -2.786 3.723 0.525
C -3.815 4.626 0.405
N -4.173 5.018 1.683
C -3.174 4.576 2.545
C -5.214 5.872 2.092
H 0.370 4.904 1.745
H 0.400 3.630 0.530
H 1.227 3.418 2.022
H -0.848 3.494 3.240
H -1.001 2.097 2.185
H -2.252 3.174 -0.235
H -4.329 4.941 -0.491
H -3.143 4.714 3.615
H -6.096 5.270 2.311
H -5.424 6.560 1.273
H -4.998 6.450 2.991
C -8.833 0.885 -2.991
C -9.144 -0.620 -3.136
N -8.099 -1.444 -2.534
C -6.827 -1.564 -2.925
C -6.121 -2.323 -2.014
N -7.020 -2.712 -1.045
C -8.303 -2.252 -1.406
C -6.662 -3.518 0.106
H -8.561 1.134 -1.966
H -9.628 1.595 -3.221
H -7.944 1.250 -3.506
H -9.189 -0.988 -4.161
H -10.076 -0.932 -2.665
H -6.484 -1.076 -3.825
H -5.126 -2.726 -1.898
H -9.211 -2.279 -0.823
H -6.959 -4.532 -0.161
H -7.187 -3.080 0.955
H -5.606 -3.465 0.369
C 10.944 4.516 -2.771
C 10.033 4.762 -3.972
N 8.597 5.116 -3.664
C 8.223 6.133 -2.720
C 6.835 6.142 -2.844
N 6.419 5.290 -3.835
C 7.458 4.544 -4.210
C 5.103 5.190 -4.390
H 11.900 4.047 -3.003
H 10.407 3.847 -2.098
H 11.304 5.381 -2.214
H 9.875 3.868 -4.575
H 10.404 5.535 -4.645
H 8.967 6.783 -2.283
H 6.131 6.823 -2.391
H 7.531 3.715 -4.899
H 4.519 4.688 -3.618
H 5.061 4.598 -5.305
H 4.853 6.229 -4.603
C 2.747 -3.558 -1.721
N 3.425 -3.729 -3.019
C 4.424 -4.667 -3.121
C 5.104 -4.795 -4.303
C 4.870 -3.889 -5.345
C 3.874 -2.906 -5.195
C 3.103 -2.907 -4.024
C 5.539 -4.050 -6.648
C 5.421 -5.342 -7.228
C 5.935 -5.494 -8.523
N 6.260 -4.428 -9.315
C 6.374 -3.160 -8.758
C 6.076 -2.987 -7.393
C 6.775 -4.615 -10.687
H 1.772 -4.042 -1.674
H 2.676 -2.491 -1.510
H 3.320 -3.926 -0.870
H 4.637 -5.316 -2.285
H 5.894 -5.502 -4.510
H 3.857 -2.064 -5.871
H 2.238 -2.271 -3.913
H 4.998 -6.208 -6.741
H 6.099 -6.482 -8.928
H 6.527 -2.388 -9.497
H 6.015 -2.039 -6.879
H 7.822 -4.839 -10.485
H 6.749 -3.693 -11.267
H 6.218 -5.426 -11.157
C -3.655 -0.975 1.594
N -2.292 -0.671 1.138
C -1.222 -0.647 1.971
C 0.055 -0.344 1.494
C 0.204 -0.036 0.131
C -0.995 -0.042 -0.736
C -2.215 -0.344 -0.173
C 1.548 0.296 -0.445
C 1.656 1.210 -1.500
C 2.906 1.536 -1.996
N 4.004 0.926 -1.529
C 3.985 0.113 -0.430
C 2.727 -0.210 0.126
C 5.277 1.178 -2.228
H -3.680 -1.023 2.683
H -3.847 -1.998 1.272
H -4.412 -0.281 1.228
H -1.421 -0.917 2.998
H 0.967 -0.409 2.068
H -0.976 0.321 -1.753
H -3.146 -0.343 -0.721
H 0.826 1.784 -1.885
H 2.959 2.232 -2.820
H 4.860 -0.367 -0.018
H 2.774 -0.951 0.910
H 6.025 1.057 -1.445
H 5.349 2.200 -2.600
H 5.346 0.436 -3.023
C 3.916 -8.089 10.272
N 2.986 -6.991 9.782
C 1.836 -6.740 10.452
C 0.985 -5.768 9.992
C 1.360 -4.919 8.932
C 2.664 -5.184 8.406
C 3.437 -6.255 8.786
C 0.490 -3.908 8.300
C 1.081 -2.673 7.923
C 0.249 -1.688 7.369
N -1.047 -1.889 7.300
C -1.625 -3.028 7.730
C -0.901 -4.075 8.239
C -1.846 -0.921 6.536
H 4.607 -7.575 10.940
H 4.480 -8.457 9.415
H 3.285 -8.881 10.676
H 1.743 -7.266 11.391
H 0.003 -5.660 10.427
H 3.029 -4.566 7.599
H 4.362 -6.544 8.310
H 2.132 -2.517 8.116
H 0.675 -0.753 7.037
H -2.673 -3.066 7.472
H -1.485 -4.933 8.540
H -1.982 -1.468 5.603
H -1.332 0.040 6.561
H -2.799 -0.792 7.050
C -8.343 4.153 -0.962
N -8.134 3.066 0.014
C -9.238 2.403 0.374
C -9.065 1.313 1.269
C -7.805 1.074 1.809
C -6.704 1.822 1.367
C -6.874 2.808 0.400
C -7.653 0.073 2.818
C -6.957 0.316 3.963
C -6.988 -0.726 4.926
N -7.465 -1.958 4.657
C -8.087 -2.243 3.449
C -8.213 -1.182 2.551
C -7.356 -2.977 5.665
H -8.956 3.802 -1.792
H -7.439 4.558 -1.417
H -8.876 4.986 -0.503
H -10.222 2.573 -0.037
H -9.866 0.638 1.536
H -5.741 1.592 1.799
H -6.028 3.334 -0.015
H -6.592 1.283 4.275
H -6.513 -0.567 5.883
H -8.629 -3.173 3.355
H -8.683 -1.472 1.623
H -6.894 -3.877 5.259
H -8.321 -3.297 6.059
H -6.606 -2.676 6.396
N -3.005 -3.788 -1.769
S -1.667 -4.062 -1.254
O -0.706 -3.024 -1.071
O -1.252 -5.428 -1.593
F -2.116 -4.316 0.289
S -2.601 -2.900 -3.179
O -1.374 -3.274 -3.887
O -2.885 -1.506 -3.139
F -3.771 -3.410 -4.209
N 7.221 -1.026 -0.631
S 8.210 -0.997 -1.776
O 7.648 -0.925 -3.090
O 9.520 -1.618 -1.642
F 8.615 0.567 -1.449
S 7.082 -2.694 -0.603
O 7.796 -3.368 0.496
O 6.816 -3.449 -1.804
F 5.592 -2.585 0.005
N -5.269 3.245 -2.085
S -5.348 3.910 -3.431
O -6.634 3.734 -4.066
O -4.149 4.020 -4.264
F -5.417 5.394 -2.835
S -4.580 1.781 -2.480
O -3.180 1.667 -2.065
O -5.083 0.985 -3.538
F -5.250 1.036 -1.252
N 2.901 -1.039 3.603
S 2.545 0.048 4.637
O 2.316 1.412 4.072
O 3.125 -0.091 5.988
F 1.091 -0.495 4.841
S 4.549 -0.733 3.719
O 5.224 -1.334 4.885
O 4.933 0.580 3.272
F 4.966 -1.663 2.434
N 3.040 0.068 -4.719
S 3.769 0.881 -5.777
O 4.295 2.178 -5.395
O 3.352 0.657 -7.129
F 5.152 0.005 -5.770
S 1.486 0.589 -5.082
O 0.860 0.036 -6.317
O 1.301 1.987 -4.661
F 0.654 -0.127 -3.921
N 4.251 5.344 1.432
S 4.471 4.019 0.708
O 4.919 3.930 -0.724
O 3.669 2.854 1.121
F 5.862 3.585 1.452
S 3.297 5.902 0.193
O 2.205 5.073 -0.203
O 4.008 6.568 -0.929
F 2.574 7.172 0.983
N 0.556 6.437 -2.391
S 1.302 5.580 -3.346
O 0.664 5.199 -4.625
O 2.222 4.568 -2.799
F 2.289 6.793 -3.834
S -0.660 5.234 -2.060
O -0.448 3.830 -1.843
O -1.908 5.418 -2.840
F -1.164 5.701 -0.584
N -3.523 1.325 4.322
O -4.140 1.726 3.363
O -2.341 1.152 4.252
O -4.117 1.131 5.347
N -3.723 -3.336 4.052
O -2.591 -3.335 3.666
O -3.967 -2.926 5.241
O -4.634 -3.300 3.260
*
```

As for the expectation value of S²: 0.76. Its maximum force is 11.013 eV/A. The HOMO energy (spin up / spin down) is -12.8783 / -12.8783 eV. The value obtained for the gap between HOMO and LUMO (spin up / spin down) is 5.7 / 3.8 eV.